# 1
15
Properties=species:S:1:pos:R:3:forces:R:3:nbo_charge:R:1 method="wB97M-V/def2-TZVPD" e_tot_ha=-345.593526 relative_energy_kcal_mol=132.68 orbital_gap_ev=9.4 e_lumo_ev=0.54 homo_ev=-8.90
C 2.023743 -0.221196 0.829658 -0.020 -0.050 -0.021 -0.6442
C 0.980494 0.747228 0.341762 0.162 0.036 0.233 0.1023
O 0.634269 0.682523 -1.038249 -0.015 -0.020 -0.150 -0.4461
C -0.345334 0.306573 -0.114314 -0.094 -0.036 0.109 0.0041
C -1.726095 0.906314 0.098252 -0.009 0.254 -0.064 -0.0978
O -2.127782 -0.456487 0.434341 0.096 -0.220 -0.045 -0.4549
C -0.978870 -1.056122 0.122570 -0.040 0.186 0.300 0.2848
H 2.017658 -0.268715 1.923113 -0.025 0.021 -0.129 0.2215
H 1.825412 -1.220804 0.436512 0.018 0.122 0.039 0.2373
H 3.022294 0.094445 0.509416 -0.169 0.002 0.020 0.2224
H 1.042934 1.766568 0.728079 -0.016 -0.118 -0.079 0.1840
H -1.891798 1.600204 0.926916 0.036 -0.099 -0.100 0.1948
H -2.245939 1.234353 -0.804060 0.093 -0.021 0.095 0.2044
H -1.174840 -2.012317 -2.565141 0.020 -0.018 0.084 -0.0170
H -1.056139 -2.102574 -1.828856 -0.037 -0.041 -0.291 0.0045


# 2
9
Properties=species:S:1:pos:R:3:forces:R:3:nbo_charge:R:1 method="wB97M-V/def2-TZVPD" e_tot_ha=-652.777645 relative_energy_kcal_mol=35.76 orbital_gap_ev=11.2 e_lumo_ev=-5.04 smiles="NP(=[NH2+])(F)F" homo_ev=-16.27 charge=+1
N 0.378269 1.166742 1.177515 -0.369 -3.311 -3.911 -1.0373
P -0.377882 0.002832 -0.229612 -0.384 3.711 3.072 2.4227
N 0.539527 -1.163614 -0.843045 -0.809 -0.013 -0.016 -1.1928
F -0.844273 1.134460 -1.227412 0.864 -1.868 1.479 -0.4870
F -1.700739 -0.738102 0.149383 1.516 0.914 -0.284 -0.4919
H 0.836995 0.799850 1.996678 0.401 -1.501 -0.284 0.4208
H -0.166807 1.880382 1.592738 -1.801 0.984 -0.625 0.4202
H 1.261966 -1.037133 -1.525789 0.776 0.736 -0.028 0.4699
H 0.072946 -2.045418 -1.090454 -0.193 0.349 0.598 0.4753


Copy entry 2 word for word.
9
Properties=species:S:1:pos:R:3:forces:R:3:nbo_charge:R:1 method="wB97M-V/def2-TZVPD" e_tot_ha=-652.777645 relative_energy_kcal_mol=35.76 orbital_gap_ev=11.2 e_lumo_ev=-5.04 smiles="NP(=[NH2+])(F)F" homo_ev=-16.27 charge=+1
N 0.378269 1.166742 1.177515 -0.369 -3.311 -3.911 -1.0373
P -0.377882 0.002832 -0.229612 -0.384 3.711 3.072 2.4227
N 0.539527 -1.163614 -0.843045 -0.809 -0.013 -0.016 -1.1928
F -0.844273 1.134460 -1.227412 0.864 -1.868 1.479 -0.4870
F -1.700739 -0.738102 0.149383 1.516 0.914 -0.284 -0.4919
H 0.836995 0.799850 1.996678 0.401 -1.501 -0.284 0.4208
H -0.166807 1.880382 1.592738 -1.801 0.984 -0.625 0.4202
H 1.261966 -1.037133 -1.525789 0.776 0.736 -0.028 0.4699
H 0.072946 -2.045418 -1.090454 -0.193 0.349 0.598 0.4753